Density functional theory data (wB97M-V/def2-TZVPD) for a structure of composition C33H52BiN5OP2 at a distorted geometry.

net charge	+2
gap between HOMO and LUMO	6.356	eV
E	-68969.4707	eV
relative energy (zero: lowest compared OMol25 entry of this formula, charge and spin)	18.60	kcal/mol

XYZ file:
```
94
Properties=species:S:1:pos:R:3:mulliken_charge:R:1
Bi -0.16 -0.62 0.38 1.229
C 3.01 3.04 0.09 -1.324
C 3.28 1.78 0.91 0.364
C 4.12 0.76 0.14 -1.373
P 1.72 0.95 1.46 0.575
C 2.17 -0.12 2.94 1.572
C 0.90 -0.44 3.73 -1.662
C 3.22 0.52 3.85 -1.596
C 0.62 2.22 2.10 -0.146
C 1.14 3.27 2.87 -0.201
C 0.35 4.31 3.31 0.245
C 0.89 5.39 4.20 -1.766
C -0.98 4.33 2.88 -1.304
C -1.52 3.30 2.13 -0.730
C -0.75 2.19 1.76 0.812
N -1.26 1.13 1.02 -0.408
C -2.60 1.08 0.58 0.126
C -3.70 1.20 1.42 -0.282
C -4.99 1.11 0.91 -0.935
C -5.21 0.84 -0.44 0.008
C -6.60 0.70 -0.99 -1.554
C -4.10 0.67 -1.26 -1.434
C -2.81 0.82 -0.78 0.357
P -1.30 0.49 -1.76 1.279
C -1.92 -0.19 -3.38 0.862
C -2.71 0.85 -4.19 -2.020
C -0.84 -0.82 -4.27 -1.862
C -0.27 2.02 -1.98 1.799
C 1.06 1.57 -2.59 -1.677
C -0.89 3.16 -2.78 -1.539
H 3.95 3.59 -0.02 0.502
H 2.29 3.69 0.56 0.303
H 2.66 2.79 -0.91 0.061
H 3.80 2.06 1.82 0.742
H 3.65 0.49 -0.81 0.213
H 4.26 -0.16 0.71 0.330
H 5.11 1.17 -0.08 0.445
H 2.58 -1.04 2.52 -0.445
H 0.39 0.46 4.05 0.262
H 1.17 -0.99 4.64 0.615
H 0.20 -1.06 3.17 0.316
H 2.86 1.47 4.25 0.288
H 4.18 0.66 3.36 0.390
H 3.39 -0.15 4.70 0.508
H 2.19 3.27 3.13 0.208
H 1.95 5.25 4.40 0.360
H 0.37 5.39 5.16 0.355
H 0.76 6.38 3.76 0.382
H -1.61 5.17 3.16 0.449
H -2.55 3.36 1.82 0.635
H -3.55 1.36 2.48 0.723
H -5.82 1.22 1.58 0.417
H -7.35 0.97 -0.25 0.398
H -6.78 -0.34 -1.30 0.340
H -6.73 1.33 -1.87 0.371
H -4.29 0.42 -2.30 0.538
H -2.59 -0.97 -3.02 0.549
H -2.06 1.33 -4.92 0.403
H -3.15 1.64 -3.58 0.544
H -3.51 0.36 -4.73 0.386
H -0.30 -0.07 -4.83 0.460
H -1.33 -1.49 -4.99 0.450
H -0.13 -1.40 -3.68 0.366
H -0.10 2.38 -0.96 -0.428
H 0.90 1.14 -3.58 0.256
H 1.55 0.81 -1.97 0.340
H 1.73 2.42 -2.71 0.465
H -1.01 2.90 -3.83 0.310
H -0.23 4.03 -2.73 0.463
H -1.86 3.46 -2.37 0.382
C -0.19 -6.40 -2.80 -1.137
N -0.34 -5.13 -2.11 0.123
C -1.58 -4.64 -1.55 -0.477
C -1.20 -3.19 -1.24 0.179
O -1.96 -2.35 -0.76 -0.652
N 0.10 -2.99 -1.55 -0.141
C 0.55 -4.13 -2.10 0.121
N 1.77 -4.24 -2.61 -0.315
H -1.07 -7.01 -2.59 0.410
H 0.69 -6.94 -2.44 0.350
H -0.11 -6.26 -3.88 0.374
H -1.85 -5.17 -0.64 0.352
H -2.41 -4.71 -2.26 0.398
H 2.37 -3.43 -2.60 0.227
H 2.07 -5.06 -3.10 0.213
C 3.36 -4.23 3.22 -1.133
C 3.18 -4.51 1.72 -0.306
C 2.66 -3.34 1.03 0.323
N 2.23 -2.40 0.53 -0.546
H 3.70 -5.15 3.71 0.394
H 2.43 -3.92 3.68 0.306
H 4.11 -3.46 3.39 0.293
H 2.48 -5.33 1.57 0.260
H 4.13 -4.79 1.27 0.314
```



Density functional theory data (wB97M-V/def2-TZVPD) for a cluster of 4 separate species, C33H53ClO17P2S3 in total at a distorted geometry.

SMILES	C=CCc1cc(CCCCOC=O)c(CCCC)c2c1C(=O)C(CC(=O)Cl)=C(PP(=O)(O)O)C2=O.CCOS(C)(=O)=O.CCOS(C)(=O)=O.CCOS(C)(=O)=O
gap between HOMO and LUMO	7.347	eV
E	-133483.6051	eV

XYZ file:
```
109
Properties=species:S:1:pos:R:3:mulliken_charge:R:1
C 3.98 -2.99 4.53 -0.910
C 2.88 -2.51 5.29 -0.065
C 2.50 -0.94 5.41 -0.452
C 1.63 -0.43 4.15 0.148
C 0.68 -1.41 3.42 -0.698
C -0.20 -1.10 2.18 0.164
C -1.17 -2.11 1.44 -0.257
C -0.60 -3.60 1.26 -1.025
C 0.99 -3.71 1.10 -0.434
C 1.61 -2.75 -0.05 0.151
O 2.46 -1.74 0.62 -0.086
C 3.79 -2.21 0.77 0.243
O 4.58 -2.27 -0.21 -0.606
C -0.12 0.39 1.64 0.447
C -0.96 0.90 0.36 -0.516
C -2.34 1.63 0.74 -0.540
C -3.50 0.63 1.25 -0.307
C -4.06 -0.26 0.03 -0.564
C 0.80 1.43 2.38 0.133
C 1.70 1.02 3.62 0.359
C 2.64 2.12 4.28 0.043
O 3.12 2.06 5.44 -0.635
C 3.08 3.41 3.41 -0.241
C 4.41 4.21 3.87 -0.713
C 5.70 3.40 3.41 0.488
O 6.86 3.84 3.58 -0.508
Cl 5.60 1.72 2.63 -0.093
C 2.25 3.79 2.32 0.700
P 2.63 5.31 1.21 -0.192
P 4.63 5.20 0.36 0.848
O 4.93 3.71 0.09 -0.557
O 4.64 6.12 -1.08 -0.494
O 5.83 5.93 1.37 -0.494
C 0.91 2.96 1.95 0.232
O 0.01 3.62 1.36 -0.561
H 4.95 -2.40 4.33 0.327
H 3.96 -4.06 4.11 0.261
H 2.23 -3.24 5.89 0.375
H 1.94 -0.75 6.39 0.295
H 3.50 -0.38 5.34 0.306
H 0.61 -2.48 3.85 0.329
H -2.11 -2.20 2.12 0.444
H -1.56 -1.76 0.43 -0.176
H -1.03 -4.28 2.09 0.319
H -1.05 -4.01 0.28 0.386
H 1.55 -3.61 2.10 0.022
H 1.21 -4.79 0.75 0.459
H 0.82 -2.29 -0.73 0.303
H 2.35 -3.40 -0.66 -0.253
H 4.25 -2.51 1.79 0.172
H -0.28 1.69 -0.16 -0.059
H -1.14 0.08 -0.42 0.527
H -2.68 2.19 -0.21 0.291
H -2.17 2.40 1.58 0.273
H -3.02 -0.08 2.01 0.076
H -4.35 1.22 1.76 0.408
H -3.70 0.22 -0.95 0.239
H -5.22 -0.21 0.07 0.076
H -3.70 -1.35 0.04 0.188
H 4.36 5.28 3.45 0.223
H 4.33 4.34 5.02 0.361
H 2.68 6.42 2.15 0.181
H 4.51 7.08 -0.89 0.323
H 5.33 6.57 1.93 0.367
C 0.34 4.45 -1.48 -0.191
C 0.95 4.55 -2.87 -0.744
O -0.05 4.76 -3.87 -0.254
S -0.69 6.24 -4.02 1.203
C -1.51 5.97 -5.57 -0.936
O 0.36 7.20 -4.21 -0.639
O -1.70 6.41 -3.00 -0.593
H -0.09 5.41 -1.17 0.387
H 1.10 4.17 -0.75 -0.174
H -0.47 3.71 -1.47 0.183
H 1.71 5.34 -2.91 0.387
H 1.44 3.61 -3.11 0.284
H -0.76 5.80 -6.34 0.317
H -2.09 6.87 -5.80 0.371
H -2.17 5.11 -5.47 0.308
C -9.54 -3.45 -2.18 -0.977
C -9.78 -2.19 -1.37 -0.325
O -9.35 -2.34 -0.02 -0.275
S -7.77 -2.28 0.30 1.264
C -7.90 -2.14 2.06 -0.984
O -7.23 -1.05 -0.22 -0.685
O -7.18 -3.56 -0.02 -0.635
H -8.47 -3.64 -2.31 0.290
H -9.99 -3.36 -3.18 0.388
H -9.97 -4.32 -1.68 0.260
H -9.30 -1.33 -1.84 0.306
H -10.85 -1.98 -1.34 0.274
H -8.38 -1.20 2.31 0.314
H -6.89 -2.17 2.47 0.374
H -8.47 -2.99 2.43 0.347
C 1.59 -5.32 -6.28 -0.980
C 2.97 -5.76 -5.84 -0.333
O 3.66 -4.73 -5.14 -0.258
S 3.23 -4.41 -3.61 1.226
C 4.61 -3.38 -3.20 -0.541
O 3.32 -5.63 -2.84 -0.664
O 2.04 -3.60 -3.62 -0.611
H 0.94 -5.16 -5.43 0.290
H 1.13 -6.08 -6.92 0.385
H 1.65 -4.38 -6.84 0.257
H 2.92 -6.67 -5.23 0.323
H 3.57 -6.00 -6.72 0.277
H 5.52 -3.97 -3.24 0.329
H 4.45 -2.99 -2.19 0.091
H 4.65 -2.55 -3.91 0.319
```



Q: Which of these has the highest E?
A: C33H52BiN5OP2



Q: Among the records above, which one has the lowest gap between HOMO and LUMO?
A: C33H52BiN5OP2



Q: Which value of gap between HOMO and LUMO does entry 2 give?
A: 7.347 eV



Q: Look up the gap between HOMO and LUMO of the first one.
A: 6.356 eV